[1]
CH3N2S | ωB97M-V/def2-TZVPD

Structure (XYZ):
```
7
Properties=species:S:1:pos:R:3:forces:R:3
C -0.09584 0.18524 0.11126 -1.7 1.4 0.2
S 2.73288 0.08362 -0.04426 0.7 -1.5 0.8
H -2.05243 0.60162 0.60690 -1.4 0.8 1.6
N -1.42208 0.22826 -0.02174 4.7 -2.0 -3.1
N 1.05677 0.35790 0.05731 0.4 -1.8 0.3
H 3.13988 -1.31853 0.52916 -1.7 2.6 -0.9
H -1.62454 -0.10428 -0.98495 -0.9 0.5 1.1
```
Forces are in eV/Å.

The relative energy (zero: lowest compared OMol25 entry of this formula, charge and spin) comes out at 7.33 kcal/mol. As for the charge: +1. The lowest unoccupied orbital energy comes out at -4.960 eV.

=====

[2]
C21H13AsAuOS4 | ωB97M-V/def2-TZVPD

Structure (XYZ):
```
41
Properties=species:S:1:pos:R:3:forces:R:3
C -1.83800 -6.48600 4.06376 0.0 0.0 0.0
H 1.85678 1.62697 -1.52632 0.0 0.0 0.0
H -1.31999 2.81579 3.48676 0.0 0.0 0.0
H 4.29593 1.74777 -1.25304 0.0 0.0 0.0
C -1.79271 -4.91639 1.92419 0.0 0.0 0.1
H -1.34157 3.19227 -4.97213 0.0 0.0 0.0
C 3.69434 -1.05373 0.55463 0.0 0.0 0.0
C -0.49638 0.32063 -3.38848 0.0 0.0 0.0
As -0.29001 -0.26176 -0.46444 -0.1 0.0 0.0
H -0.67144 0.86447 -5.45686 0.0 0.0 0.0
Au -1.15884 -2.31045 0.34456 0.2 -0.1 0.1
H -1.55807 3.97061 -2.64669 0.0 0.0 0.0
S -0.45331 -2.61415 2.74224 0.0 0.0 0.0
H -0.66707 0.61690 2.51858 0.0 0.0 0.0
C -1.08815 2.39864 -0.35228 0.0 0.0 0.0
C -0.60945 0.76092 -2.08090 0.0 0.0 0.0
C 1.64993 -0.16158 -0.34328 0.0 0.1 -0.1
C 4.40861 -0.02532 -0.03852 0.0 0.0 0.0
C 2.31371 -1.12500 0.40314 0.0 -0.1 0.0
C -1.53766 3.76283 1.57177 0.0 0.0 0.0
H 5.48389 0.02606 0.08107 0.0 0.0 0.0
S -2.11443 -4.46363 0.26337 -0.1 0.1 -0.1
C -0.86994 1.46891 1.87819 0.0 0.0 0.0
C -0.99377 2.07546 -1.79697 0.0 0.0 0.1
C 3.74412 0.94048 -0.78752 0.0 0.0 0.0
C -0.78110 1.33877 0.50328 0.0 0.0 0.0
H 1.75227 -1.92385 0.87762 0.0 0.0 0.0
C -1.24434 2.69455 2.41380 0.0 0.0 0.0
C 2.36836 0.87240 -0.93980 0.0 0.0 0.0
H -0.21471 -0.70488 -3.59667 0.0 0.0 0.0
C -0.75657 1.20049 -4.43125 0.0 0.0 0.0
C -1.46795 3.61960 0.19350 0.0 0.0 0.0
C -1.15279 -4.20746 2.87763 0.0 0.0 0.0
S -1.00550 -4.98490 4.45126 0.0 0.0 0.0
H 4.20512 -1.80716 1.14066 0.0 0.0 0.0
H -1.71730 4.45711 -0.44716 0.0 0.0 0.0
C -1.13487 2.51052 -4.15661 0.0 0.0 0.0
C -1.25682 2.94941 -2.84638 0.0 0.0 0.0
O -2.01294 -7.39287 4.84693 0.0 0.0 0.0
H -1.83568 4.71363 1.99590 0.0 0.0 0.0
S -2.39170 -6.50603 2.39245 0.0 0.0 0.0
```
Forces are in eV/Å.

The relative energy (zero: lowest compared OMol25 entry of this formula, charge and spin) comes out at 0.00 kcal/mol. As for the charge: -1. The lowest unoccupied orbital energy comes out at 2.327 eV.

=====

[3]
C13H8Cl2LiN2 | ωB97M-V/def2-TZVPD

Structure (XYZ):
```
26
Properties=species:S:1:pos:R:3:forces:R:3
C 2.38113 -0.44713 2.66052 -0.3 0.0 -0.5
N -2.02771 -0.28468 -1.15491 -0.1 0.3 0.1
H 5.02091 -3.23559 3.05802 0.0 0.0 0.0
H 1.62803 0.32041 2.54004 0.0 0.0 0.0
C 2.58560 -1.36359 1.62259 0.7 -0.1 1.1
Li -0.31361 -0.56295 -1.58949 -0.3 -0.1 -0.2
C 3.54296 -2.37442 1.78030 -0.3 0.2 -0.4
H -4.68478 3.36558 -3.96777 0.1 0.0 0.0
H -5.61030 2.48331 -1.81819 0.0 0.0 0.0
C 4.28276 -2.45288 2.94125 0.2 0.0 0.3
C 1.85038 -1.27207 0.41589 -0.3 0.0 -0.4
H 2.96729 0.17143 4.61818 0.0 0.0 0.0
C -2.68612 0.58854 -1.82786 0.5 -0.8 0.5
H -2.46390 2.51011 -4.74820 0.0 0.0 0.0
C 4.08522 -1.53412 3.96557 -0.2 0.0 -0.3
H 4.67180 -1.59574 4.87192 0.0 0.0 0.0
C -3.99014 1.16800 -1.47371 -0.2 0.3 -0.3
C 3.12804 -0.53746 3.81660 0.2 0.0 0.3
C -4.66199 2.11755 -2.19822 0.1 -0.2 0.1
C -4.14211 2.61853 -3.40249 -0.2 0.1 0.0
Cl -4.71174 0.62491 0.02549 -0.1 -0.1 0.2
C -2.90654 2.13352 -3.83035 0.2 0.0 -0.1
N 1.26327 -1.19981 -0.56422 0.1 0.0 0.0
Cl -0.65113 0.66086 -3.62370 0.4 0.0 -0.3
H 3.68498 -3.08613 0.97785 0.0 0.0 0.0
C -2.24231 1.18384 -3.09509 -0.6 0.5 0.0
```
Forces are in eV/Å.

As for the charge: -1. The lowest unoccupied orbital energy comes out at 1.646 eV.

=====

| no. | M (g mol⁻¹) | energy (eV) | F_max (eV/A) |
| --- | --- | --- | --- |
| 1 | 75.12 | -14891.41657 | 6.0 |
| 2 | 681.49 | -131911.15746 | 0.2 |
| 3 | 270.07 | -41840.79007 | 1.3 |